Formula: C30H36BClF4N7O5Y
Source: the Open Molecules 2025 dataset
Level of theory: ωB97M-V/def2-TZVPD

XYZ file:
```
85
Properties=species:S:1:pos:R:3
Y -0.466 -1.281 -0.603
C 1.615 2.179 5.386
O 2.236 3.347 4.895
C 2.539 3.536 3.582
C 3.282 4.702 3.370
C 3.689 5.099 2.115
C 3.361 4.318 1.019
C 2.633 3.162 1.210
C 2.198 2.746 2.472
N 1.470 1.549 2.540
C 0.806 1.036 1.467
N -0.062 1.904 0.877
C -0.518 2.027 -0.434
C -0.675 0.961 -1.343
C -1.046 1.370 -2.638
C -1.380 2.671 -2.970
C -1.305 3.679 -2.027
C -0.820 3.369 -0.773
O -0.639 4.310 0.221
C 0.011 5.510 -0.144
N 0.888 -0.211 1.083
C 1.805 -1.100 1.637
C 1.289 -2.488 1.576
C 1.918 -3.441 2.524
C 3.009 -3.082 3.279
C 3.706 -1.942 2.902
C 3.084 -0.922 2.140
O 3.670 0.297 1.915
C 4.989 0.517 2.350
H 1.468 2.369 6.449
H 2.261 1.303 5.276
H 0.646 1.986 4.926
H 3.526 5.288 4.242
H 4.264 6.003 1.994
H 3.684 4.594 0.027
H 2.410 2.530 0.362
H 1.614 0.880 3.288
H -0.103 2.804 1.346
H -1.073 0.649 -3.438
H -1.704 2.900 -3.974
H -1.609 4.683 -2.270
H -0.546 6.078 -0.892
H 1.011 5.300 -0.529
H 0.090 6.097 0.768
H 1.226 -3.826 0.096
H 0.318 -4.750 2.666
H 3.355 -3.703 4.091
H 4.679 -1.766 3.326
H 5.237 1.527 2.022
H 5.688 -0.192 1.891
H 5.078 0.456 3.441
Cl -0.098 -0.470 4.252
C -0.988 -2.020 2.794
C -0.014 -2.794 2.272
O 0.596 -3.910 3.086
O 1.336 -2.861 0.140
H -1.381 -1.205 2.193
H -1.645 -2.424 3.545
F -0.613 -3.835 -1.379
B -1.411 -4.332 -0.295
F -0.570 -4.834 0.666
F -2.332 -5.223 -0.674
F -2.021 -3.091 0.194
C -3.095 -3.321 -2.881
N -3.997 -3.490 -4.007
C -3.230 -3.366 -5.238
N -2.563 -2.070 -5.317
C -1.685 -1.942 -4.166
N -2.418 -2.002 -2.882
C -3.490 -0.982 -2.892
N -4.378 -1.118 -4.034
C -4.999 -2.436 -3.978
C -3.586 -1.031 -5.255
H -2.344 -4.109 -2.937
H -3.662 -3.435 -1.955
H -3.900 -3.473 -6.094
H -2.475 -4.156 -5.271
H -1.141 -0.998 -4.254
H -0.963 -2.765 -4.183
H -3.057 0.021 -2.910
H -4.079 -1.096 -1.974
H -5.671 -2.552 -4.832
H -5.577 -2.521 -3.054
H -3.105 -0.050 -5.297
H -4.248 -1.140 -6.118
```

Total energy, a.u.: -2847.17354
M, g/mol: 785.8
ΔE to the lowest compared entry with this formula, charge and spin, kcal per mole: 218.5
F_max, eV Å⁻¹: 1.85
Highest occupied orbital energy, eV: -6.30



Formula: C5H8N6O
Source: the Open Molecules 2025 dataset
Level of theory: ωB97M-V/def2-TZVPD

XYZ file:
```
20
Properties=species:S:1:pos:R:3
C 0.189 -0.490 -1.091
N 0.865 -1.393 -1.675
N 0.234 -2.665 -1.500
C 0.383 -3.105 -0.111
C -0.873 -2.459 -0.539
C -1.026 -0.967 -0.332
H 0.519 0.550 -1.153
H 1.079 -2.538 0.510
H 0.417 -4.185 0.020
H -1.770 -3.067 -0.713
H -1.016 -0.678 0.727
H -1.969 -0.583 -0.774
O 0.809 4.351 0.351
C 0.635 3.162 0.932
N 1.168 2.822 2.079
N 0.746 1.556 2.300
N -0.001 1.122 1.363
N -0.090 2.139 0.467
H 0.328 4.399 -0.485
H -0.626 2.029 -0.376
```

Total energy, a.u.: -598.96482
M, g/mol: 168.2
SMILES: C1=NN2C[C@H]2C1.Oc1nnn[nH]1
ΔE to the lowest compared entry with this formula, charge and spin, kcal per mole: 88.1
F_max, eV Å⁻¹: 0.87
Highest occupied orbital energy, eV: -9.19



Formula: C2H3NO2
Source: the Open Molecules 2025 dataset
Level of theory: ωB97M-V/def2-TZVPD

XYZ file:
```
8
Properties=species:S:1:pos:R:3
O 0.287 0.957 2.042
C 0.024 0.461 1.029
C -0.800 -0.434 0.172
N 0.149 0.636 -0.295
O 1.482 0.081 -0.929
H -0.474 -1.459 0.205
H -1.844 -0.478 -0.380
H 1.177 0.237 -1.844
```

Total energy, a.u.: -283.09429
M, g/mol: 73.1
SMILES: O=C1CN1O
ΔE to the lowest compared entry with this formula, charge and spin, kcal per mole: 102.7
F_max, eV Å⁻¹: 4.15
Highest occupied orbital energy, eV: -10.25



Formula: C14H28Br14
Source: the Open Molecules 2025 dataset
Level of theory: ωB97M-V/def2-TZVPD

XYZ file:
```
56
Properties=species:S:1:pos:R:3
Br 0.188 1.498 -7.381
C -1.726 1.469 -6.891
C -1.882 0.816 -5.529
Br -3.811 0.906 -5.006
H -2.117 0.811 -7.667
H -2.209 2.442 -6.980
H -1.191 1.303 -4.841
H -1.499 -0.204 -5.571
Br -3.780 0.697 -0.739
C -2.878 2.164 -0.007
C -2.580 2.032 1.455
Br -4.123 2.276 2.604
H -3.590 2.976 -0.159
H -1.966 2.193 -0.604
H -1.790 2.746 1.691
H -2.113 1.138 1.867
Br -1.925 5.417 -1.765
C -1.505 4.294 -3.360
C -1.217 5.107 -4.676
Br -2.881 6.059 -5.086
H -2.280 3.528 -3.359
H -0.589 3.764 -3.100
H -0.865 4.581 -5.563
H -0.365 5.746 -4.445
Br -1.744 -1.859 2.348
C -1.737 -3.694 3.050
C -0.809 -3.890 4.284
Br -1.025 -5.686 5.025
H -1.739 -4.424 2.240
H -2.701 -3.887 3.519
H -1.079 -3.111 4.997
H 0.228 -3.767 3.972
Br 0.149 1.045 -2.285
C 1.182 0.196 -0.793
C 0.431 -1.078 -0.475
Br 1.528 -1.911 0.949
H 1.135 0.830 0.092
H 2.161 0.111 -1.265
H 0.192 -1.787 -1.267
H -0.565 -0.944 -0.053
Br 3.332 2.658 2.347
C 2.909 0.817 3.109
C 1.926 1.063 4.268
Br 1.525 -0.675 5.096
H 3.794 0.407 3.595
H 2.510 0.103 2.388
H 0.967 1.399 3.871
H 2.394 1.693 5.023
Br 3.600 -4.315 4.912
C 4.670 -4.491 3.223
C 3.787 -4.795 1.974
Br 4.957 -5.416 0.487
H 5.434 -5.224 3.483
H 5.103 -3.504 3.063
H 3.074 -3.998 1.759
H 3.106 -5.623 2.173
```

Total energy, a.u.: -36586.39729
M, g/mol: 1315.0
Net charge: -1
ΔE to the lowest compared entry with this formula, charge and spin, kcal per mole: 9.7
F_max, eV Å⁻¹: 3.55
Highest occupied orbital energy (alpha / beta), eV: -0.48 / -6.65
Multiplicity: 2



Formula: C21H19F5N4ORuSTe2
Source: the Open Molecules 2025 dataset
Level of theory: ωB97M-V/def2-TZVPD

XYZ file:
```
54
Properties=species:S:1:pos:R:3
Ru 0.688 0.391 0.290
N 4.016 1.171 3.138
C 2.939 0.688 2.526
S 3.077 0.373 0.801
N 1.870 0.380 3.212
N 0.784 0.053 2.574
C -0.271 -0.508 3.093
C -0.443 -0.787 4.515
C -1.009 -1.997 4.943
C -1.128 -2.266 6.292
C -0.725 -1.325 7.230
C -0.190 -0.114 6.814
C -0.027 0.148 5.469
C -1.303 -0.863 2.115
C -2.659 -0.880 2.436
C -3.579 -1.202 1.454
C -3.123 -1.563 0.193
C -1.763 -1.508 -0.060
N -0.879 -1.141 0.863
H 4.859 1.351 2.617
H 3.978 1.414 4.114
H -1.311 -2.738 4.218
H -1.533 -3.212 6.618
H -0.825 -1.535 8.283
H 0.101 0.626 7.541
H 0.370 1.096 5.142
H -2.974 -0.596 3.426
H -4.635 -1.172 1.667
H -3.809 -1.866 -0.579
H -1.352 -1.755 -1.039
C 2.212 0.932 -3.975
Te 0.811 0.477 -2.436
C -0.264 -0.645 -3.893
C 0.378 -0.296 -5.208
C -0.190 -0.744 -6.396
C 0.367 -0.404 -7.615
C 1.488 0.414 -7.657
C 2.066 0.860 -6.481
C 1.532 0.495 -5.248
H 3.151 0.400 -3.821
H 2.398 2.015 -3.935
H -1.320 -0.353 -3.872
H -0.192 -1.714 -3.682
H -1.077 -1.360 -6.358
H -0.076 -0.769 -8.529
H 1.909 0.706 -8.606
H 2.940 1.493 -6.520
F -2.810 2.691 -0.400
Te -0.891 3.003 -0.637
F -1.195 4.682 0.336
F 1.449 2.323 -1.277
F -0.113 2.026 -3.205
F -1.272 0.839 -1.413
O -0.444 2.270 0.923
```

Total energy, a.u.: -2634.06257
M, g/mol: 826.7
Net charge: +1
F_max, eV Å⁻¹: 4.38
Highest occupied orbital energy (alpha / beta), eV: -11.21 / -11.21
Multiplicity: 2



Formula: C4H6N2
Source: the Open Molecules 2025 dataset
Level of theory: ωB97M-V/def2-TZVPD

XYZ file:
```
12
Properties=species:S:1:pos:R:3
C 1.749 -0.435 -0.290
C 1.377 -0.120 -1.531
C -0.005 0.020 -1.901
N -1.116 0.133 -2.215
H 1.021 -0.569 0.510
H 2.805 -0.532 -0.052
H 2.097 0.050 -2.327
C -1.827 0.318 1.250
N -0.712 0.047 1.792
H -1.935 0.197 0.170
H -2.708 0.676 1.796
H -0.746 0.214 2.799
```

Total energy, a.u.: -265.46094
M, g/mol: 82.1
SMILES: C=CC#N.C=N
ΔE to the lowest compared entry with this formula, charge and spin, kcal per mole: 46.8
F_max, eV Å⁻¹: 1.17
Highest occupied orbital energy, eV: -10.26



Formula: C4H7Br2F3P
Source: the Open Molecules 2025 dataset
Level of theory: ωB97M-V/def2-TZVPD

XYZ file:
```
17
Properties=species:S:1:pos:R:3
F 0.095 1.417 -1.347
C -0.732 0.422 -1.771
F 0.042 -0.456 -2.434
Br -2.054 1.144 -2.946
C -1.315 -0.314 -0.541
F -2.228 -1.203 -1.013
Br -2.231 0.969 0.595
C -0.288 -1.109 0.295
C 1.140 -0.545 0.432
P 1.249 0.871 1.547
H -0.721 -1.221 1.296
H -0.234 -2.116 -0.132
H 1.609 -0.270 -0.514
H 1.775 -1.314 0.893
H 0.497 1.965 1.133
H 0.816 0.501 2.818
H 2.581 1.259 1.688
```

Total energy, a.u.: -5945.30610
M, g/mol: 302.9
Net charge: +1
F_max, eV Å⁻¹: 0.28
Highest occupied orbital energy, eV: -14.13



Formula: C4H14O3
Source: the Open Molecules 2025 dataset
Level of theory: ωB97M-V/def2-TZVPD

XYZ file:
```
21
Properties=species:S:1:pos:R:3
C -2.371 -1.086 -1.764
C -1.749 0.165 -2.295
C -0.463 0.482 -2.147
C 0.138 1.881 -2.213
H -3.324 -0.871 -1.275
H -2.483 -1.868 -2.526
H -1.691 -1.456 -0.974
H -2.433 0.967 -2.538
H 0.340 -0.222 -1.936
H 0.793 1.901 -1.349
H -0.517 2.740 -2.129
H 0.825 1.994 -3.050
O 0.843 -0.870 1.354
H 0.692 -1.214 2.231
H -0.061 -0.634 1.092
O 0.374 -1.620 4.767
H 1.321 -1.568 4.976
H 0.194 -2.562 4.558
O 2.287 1.396 0.392
H 2.763 2.185 0.732
H 2.396 0.731 1.067
```

Total energy, a.u.: -386.47888
M, g/mol: 110.2
SMILES: C/C=C/C.O.O.O
ΔE to the lowest compared entry with this formula, charge and spin, kcal per mole: 30.1
F_max, eV Å⁻¹: 1.56
Highest occupied orbital energy, eV: -8.76



Which of these has the highest F_max?
C21H19F5N4ORuSTe2